Record 1
Formula: C49H84FN10O4PS
Source: OMol25
Level of theory: ωB97M-V/def2-TZVPD

Each line ends with the Löwdin charge.
Atoms and positions in Å:
C -2.439 -5.393 2.766  -0.040
C -1.318 -4.669 2.039  -0.219
C -0.181 -4.361 2.755  -0.071
C 0.869 -3.678 2.222  -0.096
C 0.784 -3.274 0.909  -0.094
C -0.329 -3.575 0.175  -0.061
C -1.428 -4.281 0.707  -0.149
C -2.658 -4.545 -0.190  -0.106
C -3.174 -6.002 -0.177  -0.162
O -4.611 -6.003 -0.209  -0.140
C -5.210 -6.595 0.912  -0.242
C -6.455 -5.833 1.401  -0.576
N -7.654 -6.087 0.593  -0.087
O -7.383 -5.965 -0.781  -0.044
P -6.085 -3.993 1.735  0.968
C -5.957 -3.080 0.117  -0.273
C -7.609 -3.292 2.532  -0.281
S -6.866 -6.519 3.059  0.624
O -8.270 -6.388 3.257  -0.254
O -6.090 -5.863 4.056  -0.276
F -6.463 -8.041 2.982  -0.134
H -3.419 -4.958 2.568  0.045
H -2.417 -6.458 2.510  0.075
H -2.209 -5.354 3.834  0.081
H -0.078 -4.659 3.795  0.109
H 1.760 -3.422 2.797  0.077
H 1.565 -2.702 0.421  0.103
H -0.378 -3.247 -0.855  0.078
H -2.337 -4.336 -1.210  0.081
H -3.414 -3.796 0.040  0.077
H -2.748 -6.624 0.607  0.101
H -2.862 -6.454 -1.126  0.125
H -5.564 -7.601 0.635  0.138
H -4.539 -6.735 1.764  0.097
H -8.367 -5.405 0.825  0.097
H -7.410 -5.037 -1.048  0.079
H -5.040 -2.487 0.181  0.020
H -5.829 -3.722 -0.756  0.030
H -6.766 -2.354 -0.019  0.039
H -8.516 -3.572 1.978  0.036
H -7.671 -3.582 3.579  0.034
H -7.542 -2.203 2.466  0.039
C 2.846 0.535 5.845  -0.109
C 2.075 -0.780 5.841  -0.253
C 2.940 -1.971 5.423  -0.195
C 3.458 -1.776 4.061  -0.235
N 3.880 -1.610 3.002  0.159
H 3.207 0.790 4.846  0.069
H 2.205 1.352 6.177  0.067
H 3.706 0.482 6.518  0.073
H 1.219 -0.691 5.169  0.114
H 1.679 -0.967 6.841  0.102
H 2.353 -2.890 5.449  0.115
H 3.780 -2.087 6.103  0.079
C 0.036 0.277 -3.577  -0.123
C -0.603 -0.776 -4.472  -0.254
C -2.065 -1.050 -4.110  -0.200
C -2.172 -1.547 -2.731  -0.173
N -2.257 -1.937 -1.650  0.189
H 0.069 -0.046 -2.534  0.071
H 1.061 0.468 -3.891  0.052
H -0.514 1.217 -3.630  0.062
H -0.025 -1.700 -4.409  0.112
H -0.556 -0.438 -5.510  0.100
H -2.488 -1.793 -4.784  0.106
H -2.650 -0.138 -4.201  0.089
C 3.968 2.544 -4.484  -0.107
C 3.970 2.769 -5.993  -0.258
C 2.833 3.682 -6.466  -0.210
C 1.531 3.093 -6.133  -0.231
N 0.511 2.627 -5.872  0.157
H 3.057 2.042 -4.155  0.056
H 4.809 1.914 -4.190  0.072
H 4.051 3.491 -3.946  0.077
H 3.897 1.803 -6.497  0.112
H 4.923 3.213 -6.286  0.106
H 2.878 3.826 -7.551  0.057
H 2.909 4.662 -5.991  0.119
C -5.590 1.535 -8.386  -0.104
C -4.653 2.148 -7.351  -0.262
C -3.641 1.144 -6.792  -0.175
C -4.331 0.029 -6.124  -0.245
N -4.877 -0.843 -5.607  0.165
H -6.199 0.741 -7.953  0.072
H -6.272 2.291 -8.777  0.073
H -5.030 1.119 -9.225  0.078
H -5.246 2.564 -6.535  0.086
H -4.111 2.978 -7.809  0.113
H -2.985 1.632 -6.069  0.112
H -3.018 0.741 -7.592  0.125
C 1.121 7.812 -7.825  -0.104
C 1.936 7.793 -9.114  -0.260
C 1.442 6.743 -10.116  -0.179
C 1.536 5.396 -9.538  -0.188
N 1.610 4.345 -9.072  0.168
H 1.194 6.863 -7.291  0.063
H 1.487 8.590 -7.156  0.074
H 0.067 8.009 -8.029  0.081
H 2.984 7.604 -8.873  0.110
H 1.888 8.777 -9.583  0.108
H 2.043 6.774 -11.025  0.118
H 0.404 6.935 -10.391  0.122
C -7.059 5.558 -4.745  -0.105
C -5.719 4.832 -4.767  -0.276
C -4.644 5.535 -3.930  -0.184
C -4.395 6.889 -4.444  -0.237
N -4.200 7.947 -4.855  0.141
H -6.980 6.556 -5.179  0.072
H -7.799 5.008 -5.328  0.073
H -7.436 5.655 -3.726  0.078
H -5.378 4.742 -5.800  0.096
H -5.857 3.818 -4.385  0.107
H -3.710 4.973 -3.964  0.116
H -4.957 5.606 -2.887  0.120
C 7.330 -0.779 2.430  -0.123
C 8.831 -0.558 2.574  -0.266
C 9.397 -1.166 3.862  -0.190
C 8.763 -0.565 5.046  -0.238
N 8.267 -0.094 5.973  0.136
H 6.779 -0.292 3.235  0.062
H 6.967 -0.362 1.491  0.074
H 7.085 -1.843 2.443  0.073
H 9.039 0.514 2.550  0.110
H 9.346 -1.003 1.720  0.107
H 10.473 -0.998 3.920  0.115
H 9.222 -2.243 3.883  0.118
C 4.447 4.301 9.119  -0.111
C 4.530 4.499 7.610  -0.264
C 3.455 5.449 7.079  -0.190
C 2.112 4.915 7.371  -0.238
N 1.066 4.492 7.598  0.143
H 3.500 3.845 9.412  0.070
H 5.244 3.641 9.460  0.072
H 4.547 5.252 9.646  0.076
H 4.439 3.529 7.117  0.104
H 5.516 4.894 7.358  0.108
H 3.557 5.573 6.000  0.115
H 3.549 6.433 7.541  0.118
C 6.349 -1.683 9.962  -0.108
C 6.501 -3.127 9.497  -0.261
C 5.738 -3.418 8.200  -0.183
C 4.298 -3.185 8.385  -0.235
N 3.171 -2.995 8.529  0.169
H 5.309 -1.445 10.192  0.070
H 6.930 -1.513 10.868  0.072
H 6.700 -0.986 9.198  0.074
H 6.152 -3.797 10.285  0.111
H 7.560 -3.343 9.338  0.108
H 5.887 -4.455 7.897  0.118
H 6.098 -2.775 7.394  0.114

Calculated values
SMILES ... Cc1ccccc1CCOC[C@](NO)(P(C)C)S(=O)(=O)F.CCCC#N.CCCC#N.CCCC#N.CCCC#N.CCCC#N.CCCC#N.CCCC#N.CCCC#N.CCCC#N
Lowest unoccupied orbital energy ... 0.011 Eh
HOMO ... -7.87 eV
Orbital gap ... 8.1614 eV



Record 2
Formula: C49H85BClN19O6P
Source: OMol25
Level of theory: ωB97M-V/def2-TZVPD

Each line ends with the Löwdin charge.
Atoms and positions in Å:
C 3.852 -4.072 1.982  -0.127
C 2.588 -3.450 1.389  -0.280
C 1.407 -4.402 1.480  -0.235
C 0.264 -3.957 0.566  -0.202
C 0.625 -4.094 -0.919  -0.197
C 0.372 -2.796 -1.692  -0.207
C 0.224 -3.036 -3.183  -0.219
C 1.529 -3.400 -3.857  -0.193
C 2.654 -2.347 -3.910  -0.186
C 2.258 -0.937 -4.344  -0.181
C 3.219 0.156 -3.875  -0.166
C 3.308 0.390 -2.350  -0.084
C 2.515 1.552 -1.910  -0.203
N 1.283 1.485 -1.415  0.246
C 0.925 2.749 -1.170  -0.277
N -0.251 3.074 -0.622  -0.054
O -0.557 4.404 -0.370  -0.106
C -1.675 4.910 -1.129  -0.125
C -2.674 5.656 -0.248  -0.385
C -2.387 5.612 1.239  -0.032
O -3.959 5.123 -0.574  -0.038
P -1.318 1.805 -0.063  0.454
N -0.674 1.000 1.063  -0.114
O -2.637 2.609 0.248  -0.093
O -1.672 1.047 -1.387  -0.096
N 1.916 3.602 -1.507  0.053
C 2.034 5.032 -1.511  -0.070
C 1.922 5.554 -2.926  -0.772
O 2.769 6.194 -3.430  0.099
Cl 0.516 5.043 -3.823  0.795
N 2.956 2.822 -1.952  0.178
B 4.325 3.249 -2.417  -0.516
O 4.589 2.945 -3.692  0.227
C 5.333 3.987 -1.474  -0.121
C 5.047 3.775 0.023  -0.085
H 4.596 -3.324 2.234  0.052
H 4.259 -4.798 1.291  0.049
H 3.578 -4.600 2.890  0.073
H 2.352 -2.549 1.948  0.109
H 2.782 -3.185 0.355  0.057
H 1.056 -4.423 2.508  0.105
H 1.705 -5.404 1.176  0.110
H 0.047 -2.925 0.806  0.102
H -0.619 -4.546 0.799  0.092
H -0.035 -4.833 -1.362  0.100
H 1.663 -4.394 -1.010  0.102
H -0.574 -2.411 -1.316  0.104
H 1.154 -2.074 -1.464  0.096
H -0.275 -2.215 -3.694  0.101
H -0.441 -3.884 -3.307  0.060
H 1.926 -4.245 -3.300  0.107
H 1.336 -3.747 -4.864  0.066
H 3.323 -2.707 -4.681  0.087
H 3.218 -2.380 -2.982  0.085
H 1.248 -0.654 -4.058  0.103
H 2.310 -0.910 -5.427  0.115
H 4.212 -0.125 -4.216  0.118
H 3.000 1.095 -4.369  0.102
H 4.348 0.496 -2.056  0.111
H 2.946 -0.471 -1.805  0.105
H -1.299 5.593 -1.881  0.083
H -2.183 4.119 -1.662  0.124
H -2.687 6.704 -0.537  0.141
H -1.698 6.388 1.548  0.091
H -3.317 5.824 1.760  0.079
H -2.051 4.649 1.593  0.063
H -4.595 5.658 -0.091  0.083
H -1.211 1.021 1.919  0.004
H -3.390 2.159 -0.160  0.114
H -1.087 0.273 -1.479  0.087
H 3.029 5.329 -1.204  0.121
H 1.329 5.477 -0.825  0.143
H 5.528 2.929 -3.897  0.140
H 5.367 5.043 -1.732  0.115
H 6.324 3.585 -1.679  0.112
H 5.903 4.045 0.625  0.080
H 4.177 4.322 0.364  0.065
H 4.854 2.723 0.209  0.075
C -6.961 4.087 1.342  -0.071
C -7.198 5.503 1.557  -0.295
N -7.370 6.627 1.704  0.141
H -6.888 3.867 0.277  0.084
H -6.026 3.779 1.811  0.071
H -7.757 3.474 1.759  0.048
C -0.810 -7.495 -5.082  -0.081
C -1.398 -6.464 -4.245  -0.267
N -1.889 -5.697 -3.547  0.137
H -0.541 -8.358 -4.475  0.082
H -1.521 -7.822 -5.839  0.086
H 0.077 -7.129 -5.587  0.028
C 3.236 5.092 -6.674  -0.072
C 3.284 3.808 -7.355  -0.283
N 3.324 2.796 -7.891  0.132
H 3.411 4.962 -5.609  0.043
H 3.996 5.768 -7.060  0.090
H 2.264 5.565 -6.802  0.083
C 7.807 -3.928 1.987  -0.073
C 7.123 -5.188 1.754  -0.283
N 6.585 -6.180 1.555  0.143
H 7.809 -3.669 3.042  0.052
H 8.841 -3.984 1.647  0.086
H 7.312 -3.121 1.452  0.046
C -8.754 4.280 4.986  -0.077
C -8.844 3.052 4.219  -0.287
N -8.882 2.087 3.598  0.128
H -8.616 4.064 6.045  0.062
H -7.906 4.879 4.658  0.021
H -9.656 4.882 4.879  0.087
C 9.712 -2.218 6.123  -0.062
C 8.846 -1.741 5.057  -0.275
N 8.164 -1.364 4.217  0.129
H 9.123 -2.666 6.920  0.087
H 10.406 -2.966 5.746  0.085
H 10.288 -1.395 6.542  0.086
C 2.257 -3.850 -8.461  -0.096
C 1.500 -4.632 -7.500  -0.249
N 0.907 -5.257 -6.744  0.157
H 2.959 -4.485 -8.997  0.079
H 1.589 -3.382 -9.183  0.085
H 2.825 -3.071 -7.955  0.036
C -3.973 4.181 4.567  -0.090
C -5.116 4.970 4.980  -0.278
N -6.016 5.612 5.281  0.156
H -3.326 3.966 5.413  0.066
H -4.288 3.225 4.150  0.080
H -3.388 4.701 3.810  0.052
C -0.789 -7.953 1.783  -0.070
C -1.232 -6.872 2.648  -0.292
N -1.572 -6.008 3.320  0.136
H -0.904 -7.673 0.737  0.080
H 0.260 -8.179 1.965  0.083
H -1.372 -8.853 1.966  0.081
C -12.011 3.563 6.761  -0.061
C -10.841 3.117 7.496  -0.269
N -9.920 2.760 8.078  0.150
H -11.784 3.660 5.700  0.076
H -12.821 2.843 6.869  0.058
H -12.355 4.529 7.128  0.089
C -7.010 1.350 7.203  -0.070
C -5.813 2.170 7.143  -0.242
N -4.881 2.835 7.070  0.153
H -7.911 1.960 7.245  0.021
H -7.075 0.712 6.323  0.082
H -7.000 0.712 8.084  0.087
C 7.119 -0.914 -0.381  -0.064
C 5.912 -1.714 -0.530  -0.261
N 4.967 -2.353 -0.639  0.191
H 7.154 -0.127 -1.133  0.073
H 7.153 -0.451 0.605  0.089
H 8.005 -1.534 -0.499  0.085
C 5.864 -5.281 -5.551  -0.054
C 5.227 -4.373 -6.490  -0.235
N 4.720 -3.660 -7.231  0.150
H 6.880 -5.506 -5.867  0.086
H 5.900 -4.838 -4.557  0.084
H 5.308 -6.215 -5.489  0.089
C -11.008 -1.049 6.372  -0.064
C -12.201 -0.302 6.735  -0.272
N -13.139 0.288 7.025  0.138
H -10.416 -1.270 7.258  0.083
H -11.278 -1.988 5.893  0.084
H -10.395 -0.473 5.681  0.074

Calculated values
Lowest unoccupied orbital energy ... -0.097 Eh
Total charge ... +1
HOMO ... -11.72 eV
Orbital gap ... 9.0757 eV



Record 3
Formula: C49H94CsF2KN2O14P3S
Source: OMol25
Level of theory: ωB97M-V/def2-TZVPD

Each line ends with the Löwdin charge.
Atoms and positions in Å:
C -2.255 4.488 -1.991  -0.099
C -3.706 4.243 -1.400  -0.203
C -4.096 2.709 -1.613  -0.204
C -5.452 2.502 -2.394  -0.190
C -5.538 1.129 -3.171  -0.189
C -5.323 -0.060 -2.162  -0.174
C -4.157 -1.046 -2.630  -0.207
C -2.942 -1.042 -1.654  -0.281
C -2.975 -1.912 -0.312  -0.325
P -4.582 -2.679 0.301  0.964
C -4.240 -3.686 1.884  -0.247
C -5.749 -1.312 0.902  -0.385
C -4.970 -0.061 1.454  -0.149
C -1.656 -2.746 -0.189  -0.111
C -1.232 -3.751 0.887  -0.045
C -0.976 -3.103 2.308  -0.332
C 0.405 -3.621 2.892  -0.043
F -1.030 -1.706 2.300  -0.017
N -0.925 -2.412 -1.228  -0.024
C 0.452 -2.953 -1.448  -0.164
O 0.456 -4.356 -1.744  -0.249
C 1.835 -4.777 -1.463  -0.045
C -1.519 -1.465 -2.187  -0.575
P -1.906 -2.569 -3.719  1.023
C -0.330 -2.888 -4.732  -0.266
C -2.568 -4.242 -3.082  -0.516
C -3.513 -4.798 -4.312  -0.152
P -0.458 -0.094 -2.932  1.026
C 0.486 0.864 -1.619  -0.361
C -0.141 0.837 -0.167  -0.118
C -1.480 1.018 -4.053  -0.359
C -1.508 0.432 -5.527  -0.166
H -2.148 5.587 -2.167  0.083
H -1.483 4.186 -1.236  0.076
H -2.070 3.914 -2.922  0.043
H -3.738 4.498 -0.320  0.104
H -4.428 4.829 -2.011  0.091
H -4.177 2.264 -0.585  0.089
H -3.211 2.226 -2.089  0.076
H -6.274 2.541 -1.633  0.119
H -5.553 3.366 -3.100  0.106
H -6.559 1.092 -3.633  0.107
H -4.820 1.134 -4.025  0.096
H -5.067 0.329 -1.155  0.062
H -6.247 -0.681 -2.185  0.107
H -3.893 -0.705 -3.663  0.070
H -4.597 -2.069 -2.775  0.091
H -2.911 0.021 -1.300  0.120
H -2.760 -1.100 0.453  0.116
H -3.497 -3.102 2.474  0.043
H -3.932 -4.726 1.666  0.026
H -5.197 -3.628 2.458  0.053
H -6.534 -1.055 0.163  0.055
H -6.292 -1.768 1.773  0.077
H -5.593 0.610 2.080  0.090
H -4.402 0.480 0.655  0.042
H -4.174 -0.463 2.136  0.063
H -0.292 -4.302 0.622  0.103
H -2.020 -4.551 0.916  0.092
H -1.751 -3.528 3.008  0.086
H 0.904 -2.860 3.526  0.088
H 1.131 -3.914 2.088  0.060
H 0.206 -4.540 3.499  0.075
H 1.042 -2.337 -2.159  0.124
H 0.958 -2.842 -0.450  0.156
H 2.536 -3.903 -1.476  0.119
H 1.923 -5.210 -0.437  0.117
H 2.182 -5.461 -2.265  0.074
H 0.579 -2.402 -4.326  0.018
H -0.515 -2.438 -5.738  0.036
H -0.229 -4.000 -4.845  -0.023
H -1.736 -5.026 -2.957  -0.118
H -3.209 -4.107 -2.132  0.013
H -2.975 -5.692 -4.790  0.021
H -4.538 -5.048 -3.964  0.076
H -3.547 -4.031 -5.125  0.062
H 0.520 1.937 -1.936  0.052
H 1.524 0.466 -1.602  0.066
H 0.688 1.086 0.545  0.085
H -0.898 1.647 -0.026  0.071
H -0.527 -0.156 0.156  0.041
H -2.549 0.992 -3.715  0.039
H -1.121 2.071 -4.037  0.059
H -0.509 0.089 -5.870  0.060
H -1.936 1.242 -6.169  0.080
H -2.239 -0.414 -5.599  0.037
F -1.342 -4.195 4.867  -0.679
C -0.318 -2.518 8.169  -0.090
C 0.521 -3.280 7.366  -0.089
C 1.099 -4.439 7.868  -0.089
C 0.831 -4.841 9.172  -0.111
C -0.011 -4.081 9.974  -0.121
C -0.583 -2.917 9.474  -0.112
H -0.766 -1.613 7.777  0.100
H 0.723 -2.972 6.349  0.090
H 1.758 -5.030 7.244  0.101
H 1.278 -5.748 9.562  0.092
H -0.222 -4.396 10.990  0.089
H -1.236 -2.321 10.101  0.091
C 3.278 6.028 -3.278  -0.010
C 1.895 5.452 -3.073  -0.314
C 1.869 3.962 -2.908  -0.094
O 0.548 3.637 -3.352  -0.004
C 0.187 4.595 -4.247  -0.565
O -0.774 4.539 -4.946  0.145
O 1.075 5.623 -4.242  0.098
H 3.219 7.033 -3.697  0.095
H 3.824 6.071 -2.336  0.063
H 3.858 5.427 -3.983  0.089
H 1.397 5.959 -2.240  0.145
H 2.022 3.648 -1.876  0.117
H 2.583 3.440 -3.552  0.147
C -2.760 3.799 4.135  -0.111
C -2.520 3.076 2.794  -0.716
C -2.401 1.559 3.062  -0.106
O -1.358 3.508 2.265  -0.311
H -1.939 3.637 4.839  0.064
H -2.872 4.876 3.987  0.055
H -3.682 3.436 4.617  0.053
H -3.461 3.205 2.203  0.094
H -1.573 1.314 3.733  0.076
H -2.253 1.009 2.125  0.031
H -3.324 1.180 3.528  0.053
C 3.964 -7.671 -1.202  -0.014
N 5.042 -8.681 -1.079  -0.445
O 5.565 -9.068 -2.107  0.040
O 5.319 -9.050 0.032  0.093
H 3.822 -7.438 -2.255  0.074
H 3.060 -8.108 -0.774  0.087
H 4.266 -6.773 -0.652  0.042
K -2.866 -6.224 -1.449  0.602
C 3.907 2.673 0.129  -0.098
C 4.643 3.968 -0.196  -0.254
C 6.145 3.772 -0.396  -0.217
C 6.899 3.258 0.832  -0.221
C 6.768 4.128 2.083  -0.267
C 7.336 5.530 1.904  -0.112
H 4.254 2.234 1.065  0.080
H 2.835 2.864 0.232  0.037
H 4.044 1.936 -0.669  0.080
H 4.453 4.704 0.590  0.098
H 4.222 4.384 -1.116  0.078
H 6.582 4.720 -0.723  0.103
H 6.306 3.068 -1.220  0.111
H 7.959 3.166 0.573  0.111
H 6.561 2.245 1.072  0.105
H 7.300 3.638 2.904  0.106
H 5.721 4.195 2.395  0.099
H 8.396 5.490 1.640  0.074
H 7.245 6.097 2.833  0.069
H 6.808 6.086 1.127  0.065
C 1.611 6.076 2.250  -0.100
C 1.207 5.220 1.088  -0.110
O 1.573 6.029 -0.040  0.025
C 2.544 6.880 0.367  -0.579
O 3.183 7.572 -0.367  0.139
O 2.697 6.843 1.714  0.057
H 1.932 5.490 3.109  0.139
H 0.817 6.758 2.564  0.137
H 1.765 4.281 1.045  0.107
H 0.138 4.997 1.084  0.107
Cs -0.353 -6.920 -4.161  0.813
O 7.208 -5.667 1.920  -0.313
S 7.058 -5.507 0.461  0.214
O 7.321 -4.099 0.098  -0.349
O 5.688 -5.879 0.050  -0.438
O 8.037 -6.372 -0.228  -0.331

Calculated values
Lowest unoccupied orbital energy ... -0.074 Eh
Total charge ... -1
HOMO ... -3.43 eV
Orbital gap ... 1.4126 eV



- Among the records above, which one has the lowest orbital gap?
  C49H94CsF2KN2O14P3S